1.
Computed, not measured: an isolated ion of composition C7H16N and charge +1, with the ωB97M-V functional and the def2-TZVPD basis.

Geometry as ORCA input:
```
! RIJCOSX wB97M-V def2-TZVPD def2/J DEFGRID3
* xyz 1 1
H 2.545 -2.528 2.651
C 2.174 -2.865 1.672
H -0.698 2.004 -3.639
C 0.963 -2.069 1.297
H 3.030 -2.648 1.021
H -2.214 0.834 -1.442
C -0.149 0.999 -0.760
H 1.961 -3.919 1.819
C -1.189 0.819 -1.821
H -1.803 1.330 0.580
C -0.728 1.156 0.672
H -0.811 2.882 -2.348
H 0.462 0.078 -0.835
H 1.811 -0.081 1.378
H -1.189 -0.743 1.354
H 0.690 1.660 -1.008
C 0.950 -0.740 1.373
H -1.200 -0.026 -2.511
C -0.395 -0.038 1.586
H -0.301 2.079 1.079
H -2.236 2.143 -3.057
N -1.266 2.080 -2.790
H 0.064 -2.633 1.086
H -0.473 0.225 2.642
*
```

The value obtained for the LUMO energy is -3.66 eV. As for the SMILES: C/C=C/CCCC[NH3+]. For the orbital gap, the calculation gives 8.11 eV.

Mulliken charges, unit e, in atom order: number 1, H, carries 0.33; number 2, C, carries -1.16; number 3, H, carries 0.34; number 4, C, carries 0.00; number 5, H, carries 0.29; number 6, H, carries 0.36; number 7, C, carries -0.59; number 8, H, carries 0.32; number 9, C, carries -0.64; number 10, H, carries 0.46; number 11, C, carries -0.86; number 12, H, carries 0.36; number 13, H, carries 0.29; number 14, H, carries 0.41; number 15, H, carries 0.28; number 16, H, carries 0.62; number 17, C, carries -0.43; number 18, H, carries 0.39; number 19, C, carries -0.77; number 20, H, carries 0.33; number 21, H, carries 0.34; number 22, N, carries -0.35; number 23, H, carries 0.31; number 24, H, carries 0.37



2.
Computed, not measured: a 2-piece molecular cluster, C7H16N overall, with the ωB97M-V functional and the def2-TZVPD basis.

Geometry as ORCA input:
```
! RIJCOSX wB97M-V def2-TZVPD def2/J DEFGRID3
* xyz 1 1
H -1.001 2.421 1.450
C 0.638 -0.223 -1.313
H -2.443 1.401 1.772
H -0.997 0.747 -3.174
H -0.322 -0.727 -1.160
H -1.422 2.003 3.126
C -1.058 -0.864 1.653
H 0.743 -2.072 1.767
H 1.117 -0.254 0.666
C -0.282 -2.147 1.396
H 2.476 -0.014 -0.359
N 1.564 -0.531 -0.206
C -0.007 1.169 -3.292
H 0.358 0.926 -4.300
H 1.753 -1.512 -0.168
H 0.490 0.471 2.151
C 0.958 0.664 -2.258
C -1.409 1.603 2.067
H 1.973 1.102 -2.235
H -0.094 2.244 -3.239
H -0.731 -3.002 1.931
H -0.284 -2.414 0.309
C -0.572 0.356 1.957
H -2.176 -0.942 1.650
*
```

The value obtained for the LUMO energy is -3.19 eV. For the orbital gap, the calculation gives 9.92 eV.

Mulliken charges, unit e, in atom order: number 1, H, carries 0.29; number 2, C, carries 0.20; number 3, H, carries 0.35; number 4, H, carries 0.33; number 5, H, carries 0.24; number 6, H, carries 0.30; number 7, C, carries -0.02; number 8, H, carries 0.35; number 9, H, carries -0.24; number 10, C, carries -1.17; number 11, H, carries 0.42; number 12, N, carries -0.01; number 13, C, carries -1.20; number 14, H, carries 0.34; number 15, H, carries 0.40; number 16, H, carries 0.46; number 17, C, carries -0.22; number 18, C, carries -1.24; number 19, H, carries 0.22; number 20, H, carries 0.33; number 21, H, carries 0.39; number 22, H, carries 0.23; number 23, C, carries -0.03; number 24, H, carries 0.26



Most stable structure - 2; separation to the second - 22.4 kJ/mol.



1.
Computed, not measured: a 2-piece molecular cluster, CH3NO2P overall, with the ωB97M-V functional and the def2-TZVPD basis.

Geometry as ORCA input:
```
! RIJCOSX wB97M-V def2-TZVPD def2/J DEFGRID3
* xyz -1 1
P -2.111 -0.494 0.224
O -2.044 1.186 0.666
H -1.433 1.413 1.342
N 0.331 -1.793 0.627
H 1.304 -2.036 0.832
O -2.500 -0.507 -1.268
H 0.570 0.824 0.808
C -0.232 -0.834 0.309
*
```

The value obtained for the LUMO energy (alpha / beta) is 4.34 / 4.34 eV. For the orbital gap (alpha / beta), the calculation gives 7.28 / 7.28 eV.

Mulliken charges, unit e, in atom order: number 1, P, carries 0.16; number 2, O, carries -0.51; number 3, H, carries 0.27; number 4, N, carries -0.35; number 5, H, carries 0.25; number 6, O, carries -0.62; number 7, H, carries 0.02; number 8, C, carries -0.22



2.
Computed, not measured: a 2-piece molecular cluster, CH3NO2P overall, with the ωB97M-V functional and the def2-TZVPD basis.

Geometry as ORCA input:
```
! RIJCOSX wB97M-V def2-TZVPD def2/J DEFGRID3
* xyz -1 1
O -0.005 1.817 -1.066
P 0.814 0.611 -0.716
H 0.008 -0.851 2.539
C 0.042 -0.049 0.864
H -0.151 -0.397 -2.647
O 0.199 -0.620 -1.766
H -1.518 -0.041 0.917
N 0.611 -0.469 1.874
*
```

The value obtained for the LUMO energy is 4.55 eV. For the orbital gap, the calculation gives 7.36 eV.

Mulliken charges, unit e, in atom order: number 1, O, carries -0.59; number 2, P, carries -0.07; number 3, H, carries 0.28; number 4, C, carries 0.03; number 5, H, carries 0.26; number 6, O, carries -0.47; number 7, H, carries 0.16; number 8, N, carries -0.60



Most stable structure - 2; separation to the second - 127.5 kJ/mol.



1.
Computed, not measured: C7H11NO4 as an isolated structure, with the ωB97M-V functional and the def2-TZVPD basis.

Geometry as ORCA input:
```
! RIJCOSX wB97M-V def2-TZVPD def2/J DEFGRID3
* xyz 0 1
C 0.309 0.599 -0.896
H -1.804 -0.307 -1.889
C 1.354 1.466 -0.235
H -3.016 0.703 -1.030
C -0.458 -1.145 0.837
O 0.855 2.026 0.970
H 1.649 -0.187 1.553
C 0.477 -1.004 -0.319
C -1.972 -0.672 0.438
H 1.549 2.616 1.339
C 1.924 -1.069 -0.136
O 2.646 -1.660 -0.891
H 0.389 0.687 -1.981
N -0.885 1.205 -0.652
O 2.628 -0.340 0.769
C -2.011 0.193 -0.952
H 0.100 -1.569 -1.197
H -2.365 0.055 1.357
H -2.516 -1.563 0.305
H 0.054 -0.550 1.800
H -0.937 1.236 0.410
H -0.479 -2.155 1.261
O 2.509 1.432 -0.862
*
```

The value obtained for the LUMO energy is 0.13 eV. For the orbital gap, the calculation gives 9.37 eV.

Mulliken charges, unit e, in atom order: number 1, C, carries 0.14; number 2, H, carries 0.33; number 3, C, carries 0.06; number 4, H, carries 0.29; number 5, C, carries -0.35; number 6, O, carries -0.46; number 7, H, carries 0.42; number 8, C, carries -0.09; number 9, C, carries -0.82; number 10, H, carries 0.39; number 11, C, carries 0.20; number 12, O, carries -0.61; number 13, H, carries 0.49; number 14, N, carries -0.49; number 15, O, carries -0.55; number 16, C, carries -0.54; number 17, H, carries 0.61; number 18, H, carries 0.28; number 19, H, carries 0.44; number 20, H, carries 0.00; number 21, H, carries 0.36; number 22, H, carries 0.43; number 23, O, carries -0.55



2.
Computed, not measured: C7H11NO4 as an isolated structure, with the ωB97M-V functional and the def2-TZVPD basis.

Geometry as ORCA input:
```
! RIJCOSX wB97M-V def2-TZVPD def2/J DEFGRID3
* xyz 0 1
H -0.888 -0.467 2.909
H 0.002 -1.844 2.098
C 0.559 0.114 1.627
H 1.780 -0.328 -1.995
H 0.118 1.172 1.497
O 1.326 2.190 -2.754
H -2.260 -1.741 1.208
O 1.235 2.509 -0.635
H 1.393 0.053 2.306
O -1.660 1.696 -1.658
H 1.900 -1.058 0.138
C -0.502 -0.905 1.937
N 0.755 2.133 -1.692
C 0.292 -0.231 -0.907
O 0.835 -0.560 -2.105
H 1.888 0.659 0.064
C 1.223 -0.169 0.183
H -2.217 0.031 1.029
C -1.021 -1.038 -0.537
H -1.941 -0.775 -1.153
H -0.748 -1.978 -0.981
C -0.509 1.450 -1.489
C -1.561 -0.916 0.911
*
```

The value obtained for the LUMO energy is -0.22 eV. For the orbital gap, the calculation gives 9.07 eV.

Mulliken charges, unit e, in atom order: number 1, H, carries 0.29; number 2, H, carries 0.34; number 3, C, carries -0.72; number 4, H, carries 0.41; number 5, H, carries 0.29; number 6, O, carries -0.58; number 7, H, carries 0.31; number 8, O, carries -0.57; number 9, H, carries 0.38; number 10, O, carries -0.45; number 11, H, carries 0.43; number 12, C, carries -0.63; number 13, N, carries 1.04; number 14, C, carries 0.68; number 15, O, carries -0.58; number 16, H, carries 0.51; number 17, C, carries -1.05; number 18, H, carries 0.29; number 19, C, carries -1.11; number 20, H, carries 0.28; number 21, H, carries 0.47; number 22, C, carries 0.38; number 23, C, carries -0.42



Most stable structure - 1; separation to the second - 94.6 kJ/mol.



1.
Computed, not measured: C4H6N4 in the gas phase, with the ωB97M-V functional and the def2-TZVPD basis.

Geometry as ORCA input:
```
! RIJCOSX wB97M-V def2-TZVPD def2/J DEFGRID3
* xyz 0 1
C -0.515 0.900 0.120
H 2.224 0.024 -0.902
C -1.832 0.640 0.182
H -0.222 1.974 0.123
N -1.365 -1.657 -0.175
C -0.018 -1.399 -0.006
H 2.233 0.125 0.727
N 1.726 0.376 -0.114
N 0.889 -2.380 0.045
H -2.644 1.334 0.183
H -3.330 -0.801 -0.030
C -2.223 -0.700 -0.010
N 0.423 -0.056 0.215
H 1.814 -2.093 0.306
*
```

The value obtained for the LUMO energy is 0.20 eV. As for the SMILES: [H]/N=c1/ncccn1N. For the orbital gap, the calculation gives 8.54 eV.

Mulliken charges, unit e, in atom order: number 1, C, carries 0.03; number 2, H, carries 0.25; number 3, C, carries -0.63; number 4, H, carries 0.33; number 5, N, carries -0.59; number 6, C, carries 0.41; number 7, H, carries 0.26; number 8, N, carries -0.76; number 9, N, carries -0.72; number 10, H, carries 0.37; number 11, H, carries 0.30; number 12, C, carries 0.25; number 13, N, carries 0.27; number 14, H, carries 0.22



2.
Computed, not measured: C4H6N4 in the gas phase, with the ωB97M-V functional and the def2-TZVPD basis.

Geometry as ORCA input:
```
! RIJCOSX wB97M-V def2-TZVPD def2/J DEFGRID3
* xyz 0 1
H 3.921 0.672 0.157
H -2.969 0.362 -0.390
N 1.963 0.496 -0.081
N -1.199 -0.902 -0.266
C 3.104 -0.057 0.093
C -2.571 -0.576 0.073
N 0.924 -0.278 -0.221
H -2.592 -0.257 1.152
H 3.162 -1.174 -0.079
H -3.144 -1.476 -0.017
H 1.106 -1.269 -0.147
N -0.793 2.760 -0.118
C -0.583 1.592 -0.043
C -0.328 0.106 -0.115
*
```

The value obtained for the LUMO energy is -0.04 eV. As for the SMILES: C=NN/C(C#N)=N/C. For the orbital gap, the calculation gives 8.79 eV.

Mulliken charges, unit e, in atom order: number 1, H, carries 0.28; number 2, H, carries 0.29; number 3, N, carries -0.67; number 4, N, carries -0.58; number 5, C, carries -0.33; number 6, C, carries -0.82; number 7, N, carries 0.24; number 8, H, carries 0.31; number 9, H, carries 0.22; number 10, H, carries 0.30; number 11, H, carries 0.34; number 12, N, carries -0.39; number 13, C, carries 0.19; number 14, C, carries 0.64



3.
Computed, not measured: C4H6N4 in the gas phase, with the ωB97M-V functional and the def2-TZVPD basis.

Geometry as ORCA input:
```
! RIJCOSX wB97M-V def2-TZVPD def2/J DEFGRID3
* xyz 0 1
H 0.904 1.427 -0.537
N -2.466 1.078 0.174
H -0.180 -2.052 0.327
H -1.253 -1.440 1.325
C 0.845 0.324 -0.615
H 1.683 -0.324 -0.317
H 1.098 -0.025 -2.649
N -0.230 -1.394 1.091
C -0.119 0.092 0.515
C 0.461 0.686 1.703
H -0.591 0.169 -2.108
C -1.418 0.637 0.310
N 0.868 1.033 2.709
N 0.398 -0.211 -1.927
*
```

The value obtained for the LUMO energy is 0.53 eV. As for the SMILES: N#CC(N)(C#N)CN. For the orbital gap, the calculation gives 11.01 eV.

Mulliken charges, unit e, in atom order: number 1, H, carries 0.32; number 2, N, carries -0.40; number 3, H, carries 0.30; number 4, H, carries 0.32; number 5, C, carries -0.65; number 6, H, carries 0.36; number 7, H, carries 0.25; number 8, N, carries -0.75; number 9, C, carries 1.27; number 10, C, carries -0.14; number 11, H, carries 0.25; number 12, C, carries -0.16; number 13, N, carries -0.44; number 14, N, carries -0.54



Most stable structure - 3; separation to the second - 19.7 kJ/mol.



1.
Computed, not measured: C4H6N4 in the gas phase, with the ωB97M-V functional and the def2-TZVPD basis.

Geometry as ORCA input:
```
! RIJCOSX wB97M-V def2-TZVPD def2/J DEFGRID3
* xyz 0 1
H 0.823 2.139 0.681
N -2.548 -0.820 0.011
H 1.225 -0.361 1.678
C 0.929 -0.233 0.554
H 2.193 -1.937 -0.396
H 2.112 -0.464 -1.340
C -0.495 -0.623 0.177
N 2.057 -0.840 -0.254
H 0.778 1.296 -0.938
C -0.943 0.700 -0.028
N -1.411 -1.521 0.158
H -3.058 1.084 -0.318
C 0.564 1.134 0.133
N -2.225 0.443 -0.118
*
```

The value obtained for the LUMO energy is 0.68 eV. As for the SMILES: N[C@H]1Cc2[nH]nnc21. For the orbital gap, the calculation gives 9.59 eV.

Mulliken charges, unit e, in atom order: number 1, H, carries 0.28; number 2, N, carries -0.69; number 3, H, carries 0.24; number 4, C, carries 0.20; number 5, H, carries 0.25; number 6, H, carries 0.25; number 7, C, carries 0.04; number 8, N, carries -0.66; number 9, H, carries 0.19; number 10, C, carries 0.10; number 11, N, carries -0.25; number 12, H, carries 0.29; number 13, C, carries -0.41; number 14, N, carries 0.17



2.
Computed, not measured: C4H6N4 in the gas phase, with the ωB97M-V functional and the def2-TZVPD basis.

Geometry as ORCA input:
```
! RIJCOSX wB97M-V def2-TZVPD def2/J DEFGRID3
* xyz 0 1
N -0.199 0.134 0.241
C -1.218 1.125 -0.018
H 4.039 -0.588 -0.778
N 1.187 0.386 0.613
C -1.931 -0.922 -0.055
H 1.144 0.440 1.552
H -2.759 -1.818 -0.216
C 2.144 -0.136 -0.177
N -0.763 -1.090 0.473
C -2.385 0.333 -0.260
H 1.526 -0.815 -0.945
H -0.944 2.116 -0.240
H -3.363 0.910 -0.096
N 3.524 -0.073 -0.094
*
```

The value obtained for the LUMO energy is 0.80 eV. As for the SMILES: [H]/N=C/Nn1cccn1. For the orbital gap, the calculation gives 10.37 eV.

Mulliken charges, unit e, in atom order: number 1, N, carries 0.51; number 2, C, carries -0.27; number 3, H, carries 0.25; number 4, N, carries -0.36; number 5, C, carries 0.00; number 6, H, carries 0.24; number 7, H, carries 0.27; number 8, C, carries 0.14; number 9, N, carries -0.69; number 10, C, carries -0.42; number 11, H, carries 0.28; number 12, H, carries 0.42; number 13, H, carries 0.29; number 14, N, carries -0.65



Most stable structure - 2; separation to the second - 21.8 kJ/mol.